1.
17
Properties=species:S:1:pos:R:3:forces:R:3 method="wB97M-V/def2-TZVPD" charge=0 total_energy_ev=-8322.6147 homo_ev="-6.40 / -6.40" orbital_gap_ev="6.918 / 6.920" e_above_lowest_kcal_mol=108.81 spin_multiplicity=1 largest_force_ha_per_bohr=0.0330
N 0.58065 -1.01362 1.52326 0.2 0.0 -0.2
N -0.48503 0.77128 -0.56786 0.3 0.1 -0.2
C 0.04147 0.31955 1.77205 -0.1 0.1 0.2
C -0.15087 1.35037 0.70494 -0.5 0.1 0.4
C 0.58274 0.57401 -1.28057 -0.4 -0.1 0.4
C 0.66718 -0.32946 -2.47820 0.0 0.1 0.1
C -0.82746 -0.88376 1.92271 -0.3 -0.1 0.1
H 1.29489 1.12976 -0.60016 0.7 -0.6 -1.4
H -1.40096 0.42655 -0.87691 0.1 0.3 0.0
H 1.04101 0.21240 -3.35532 0.0 0.0 0.2
H -0.83390 2.14418 0.98858 -0.4 -0.2 0.2
H 0.64584 -1.19937 0.52316 0.0 0.0 0.1
H -1.59914 -1.03410 1.16369 0.2 0.0 0.1
H -1.07690 -1.30085 2.89573 0.1 0.0 -0.1
H 0.43430 0.75818 2.68858 -0.1 -0.1 -0.1
H -0.29520 -0.78981 -2.74193 0.2 0.2 0.2
H 1.38138 -1.13531 -2.28175 -0.1 0.1 0.0

2.
124
Properties=species:S:1:pos:R:3:forces:R:3 method="wB97M-V/def2-TZVPD" charge=-1 total_energy_ev=-73620.6096 homo_ev=-5.60 orbital_gap_ev=7.890 e_above_lowest_kcal_mol=0.00 spin_multiplicity=1 largest_force_ha_per_bohr=0.0387
S -16.67353 0.28818 3.34657 0.3 -1.0 1.3
O -16.44384 1.54351 4.12593 0.0 0.1 -0.6
O -17.96241 1.20292 8.33808 0.5 0.5 0.3
O -18.05739 2.96416 2.37698 -0.2 -0.3 -0.5
O -23.75261 4.01253 4.70683 0.2 -0.1 0.0
O -17.86064 -0.36767 3.96583 -0.1 0.1 -0.6
O -16.97834 1.55849 -0.72662 0.3 -0.4 -0.1
O -20.61703 -3.69987 1.44740 -0.1 0.0 0.2
O -16.99261 0.65987 1.90272 -0.5 0.7 0.5
O -15.53524 -0.61113 3.40369 0.1 0.4 -0.4
O -12.99666 5.11968 4.51182 -0.3 0.2 -0.3
O -18.83064 5.98000 3.16694 0.2 0.0 -0.4
N -20.52358 2.73337 3.40960 -0.1 -0.4 1.5
N -13.77834 1.57091 5.25821 -0.1 0.2 -1.0
N -20.08932 -0.10459 2.18761 0.9 -0.7 0.4
N -19.03881 1.58744 5.77993 0.5 0.4 -0.2
N -17.66196 2.78356 -0.65748 -0.2 0.7 0.3
N -16.73063 4.39992 4.36286 -0.2 -0.4 -0.1
C -22.66684 3.10214 4.61474 -0.3 -0.3 -0.4
C -20.77478 -1.39215 2.03162 -0.2 -0.2 0.8
C -18.97051 5.21490 -1.63223 0.4 -0.6 0.6
C -18.20745 6.32397 4.36979 0.4 -0.3 0.5
C -11.69320 2.75056 5.75508 0.2 0.8 0.0
C -17.53117 5.20503 -1.10489 0.5 1.4 -0.7
C -19.92856 -2.47451 1.39598 0.6 0.6 -1.1
C -17.81363 5.05504 5.08955 0.1 -0.2 0.9
C -24.65575 3.62923 5.70418 -0.5 0.4 0.0
C -21.59315 3.69262 3.72842 0.2 0.6 -1.0
C -22.11797 -1.22216 1.35605 -0.4 0.3 -0.7
C -19.78628 1.67767 -0.42730 0.6 -0.8 -0.3
C -18.98013 2.67700 -1.28286 -0.9 -0.5 1.3
C -13.07509 6.02349 3.43752 0.4 0.6 -0.2
C -18.96123 7.07783 2.29666 -0.1 0.1 0.4
C -15.64353 3.96215 -0.10020 -0.2 -0.3 0.8
C -19.77335 -4.76840 1.13679 -0.1 -0.2 -0.6
C -18.54547 2.14074 9.21358 -0.6 -0.4 0.0
C -18.88246 0.26012 7.85461 0.1 -1.2 0.3
C -19.70753 3.98889 -1.08298 -0.8 1.4 -1.1
C -13.31867 3.78890 4.13657 0.0 -0.3 -0.2
C -16.78019 3.86786 -1.10817 0.0 -0.2 -0.1
C -16.19301 3.65138 -2.50771 -0.3 -0.1 -0.7
C -19.77955 0.79621 6.74918 -0.2 0.2 0.0
C -22.16420 4.22290 2.40867 0.2 0.6 0.4
C -13.15554 2.90166 5.34138 0.1 -1.5 1.3
C -17.43312 5.27056 6.55634 -0.2 0.7 0.4
C -20.52174 -0.32176 6.02950 0.6 -0.5 -0.2
C -19.01176 2.16603 -2.71982 -0.1 0.1 -0.4
H -18.67494 4.38242 5.16299 0.0 -0.1 -0.6
H -12.80484 5.58839 2.47099 -0.1 -0.3 0.0
H -24.24460 3.86728 6.69081 -0.1 -0.3 0.1
H -22.53819 3.38960 1.81295 -0.1 0.1 -0.2
H -19.31511 -0.31695 2.85615 -0.4 0.6 -0.1
H -15.16205 3.00564 0.11488 0.1 0.0 -0.6
H -16.56973 5.92218 6.73349 0.1 -0.2 -0.4
H -18.84033 2.93111 -3.47725 0.1 0.1 0.1
H -20.88938 1.85170 3.02418 0.0 0.2 -0.2
H -18.46182 0.99929 5.15693 -0.4 -0.2 0.1
H -16.94268 3.75374 -3.29790 -0.1 -0.1 0.2
H -12.34100 6.82281 3.59976 -0.2 0.0 0.2
H -17.41439 5.77314 -0.17599 -0.4 -0.6 0.4
H -14.32781 3.66978 3.72025 0.0 0.3 0.1
H -20.36678 -5.68156 1.15252 0.0 -0.1 0.3
H -19.64562 7.80588 2.75465 -0.1 0.1 -0.3
H -18.86985 6.93418 4.99983 0.0 0.1 -0.1
H -20.67067 3.95593 -1.61496 0.1 -0.3 0.0
H -11.04801 2.24920 5.02786 -0.3 -0.2 -0.1
H -20.01267 4.20019 -0.05556 0.5 -0.4 0.2
H -21.36679 4.76147 1.89103 0.2 -0.4 -0.2
H -21.97863 -0.92290 0.30776 0.1 0.0 0.1
H -18.32716 2.15028 6.24349 -0.2 0.0 0.2
H -13.61244 3.31670 6.25138 -0.2 0.7 -0.5
H -17.67573 2.01588 2.13435 0.2 0.0 0.1
H -20.79689 1.51718 -0.80834 0.0 0.2 0.0
H -18.32063 -0.61590 7.51294 0.3 0.4 -0.4
H -23.02494 2.17293 4.13725 0.0 0.0 0.2
H -21.15961 4.55616 4.24732 0.2 -0.2 0.0
H -17.79366 2.73182 9.73214 0.3 -0.1 -0.3
H -19.00671 2.88161 2.75925 -0.1 0.4 0.1
H -18.92416 -4.82073 1.82364 0.0 -0.1 0.0
H -18.91931 -2.54723 1.82511 -0.3 0.0 0.6
H -17.43354 3.44802 2.98508 -0.1 0.1 0.2
H -24.96325 2.58083 5.62214 0.3 -0.1 0.1
H -11.61873 2.24080 6.71438 0.0 -0.1 -0.1
H -14.90662 4.68776 -0.43452 0.1 0.1 0.2
H -18.26937 1.37774 -2.83700 0.0 0.0 0.0
H -14.06514 6.48557 3.32160 0.0 -0.2 0.1
H -18.00277 7.58268 2.12326 0.1 -0.1 0.0
H -19.83702 1.93265 0.62989 0.0 0.4 -0.2
H -21.42766 0.03850 5.54450 -0.2 -0.1 0.2
H -20.52360 1.45168 7.22683 0.0 0.0 0.0
H -19.12024 1.59736 9.98096 -0.1 0.2 0.0
H -19.50310 6.10533 -1.29131 0.1 0.1 -0.1
H -13.23606 0.96227 4.64649 0.0 0.0 0.1
H -19.39439 -4.67325 0.10783 0.2 0.1 0.1
H -19.54224 0.12583 1.35566 -0.4 -0.2 0.0
H -20.17033 2.41701 4.34094 0.3 0.0 -0.5
H -19.44563 -0.16258 8.70786 -0.3 0.4 -0.1
H -18.24335 5.75478 7.11763 -0.1 -0.3 -0.1
H -22.68954 -0.41913 1.82730 0.1 0.0 0.1
H -11.29152 3.76322 5.88067 0.1 -0.1 0.1
H -19.88807 -0.73333 5.23721 0.1 0.2 0.0
H -18.95690 5.23178 -2.72470 -0.1 -0.1 0.0
H -22.91761 5.00000 2.55721 -0.3 -0.4 0.1
H -15.76003 2.65774 -2.62065 0.2 0.1 0.1
H -20.94512 -1.77617 3.04784 -0.2 0.2 0.0
H -15.87382 4.93893 4.45813 -0.1 0.0 0.0
H -14.70793 1.60591 4.79265 0.5 0.0 0.6
H -12.62948 3.47558 3.33768 0.0 -0.1 0.0
H -19.26356 0.71590 -0.48705 -0.2 0.0 0.0
H -22.28864 2.84916 5.61480 0.1 0.1 -0.1
H -19.34891 6.71571 1.34848 -0.1 0.0 0.0
H -16.07720 4.21902 0.87280 0.1 0.4 -0.1
H -16.82508 1.27125 0.20315 -0.2 0.1 -0.3
H -17.22458 4.30131 7.00919 0.0 0.0 0.1
H -19.99931 1.75029 -2.93482 0.0 -0.1 0.0
H -19.22360 2.81876 8.67808 0.0 0.0 0.1
H -22.76430 -2.10130 1.32830 0.3 -0.2 0.2
H -15.46769 4.42871 -2.76363 0.3 -0.2 0.3
H -19.69509 -2.20184 0.34476 -0.3 -0.1 0.0
H -25.57101 4.21088 5.57141 0.1 0.1 0.0
H -16.93718 5.84585 -1.77731 -0.1 -0.1 0.0
H -16.55564 3.46940 4.74973 0.1 0.0 -0.1
H -20.68278 -1.18138 6.68713 -0.5 0.2 0.1
H -17.25536 6.85937 4.21281 -0.2 0.3 -0.2

3.
39
Properties=species:S:1:pos:R:3:forces:R:3 method="wB97M-V/def2-TZVPD" charge=0 total_energy_ev=-52252.0013 homo_ev=-7.75 orbital_gap_ev=7.344 spin_multiplicity=1 largest_force_ha_per_bohr=0.0390
I 4.65771 -1.43394 1.15527 -0.1 0.1 -0.1
I -2.64561 -1.39629 -0.39282 0.1 0.2 -0.2
F 0.95105 3.70184 -1.17422 0.1 -0.2 -0.1
F -0.69037 2.77621 0.32585 -0.2 -0.2 -0.5
F 0.72959 1.67333 1.41631 0.3 -0.5 -0.3
F -0.85094 -0.03794 -2.60032 -0.1 -0.7 0.3
F 2.39379 2.98083 0.24631 -0.1 -0.2 -0.1
F 2.03505 1.88819 -1.58478 0.0 -0.1 0.1
O -0.50250 -5.25313 -1.07583 -0.1 -0.2 0.0
O 0.28546 -3.31167 -1.58309 -0.1 0.2 0.3
O -0.26136 -3.77447 0.47371 0.1 0.4 0.1
N -0.16524 -4.13093 -0.72491 0.2 0.1 -0.2
N -0.27609 0.62408 -0.38954 -0.4 -0.4 -1.0
C -1.37881 0.10540 0.52778 -0.4 -1.5 0.6
C -0.92712 -0.58813 1.81715 -0.6 -0.3 0.5
C 1.78466 -0.81388 0.39698 1.0 -0.2 0.3
C 0.74959 -0.47941 -0.66999 0.8 -1.0 0.4
C -2.10175 -0.61770 2.81406 0.7 0.1 0.2
C 3.19466 -0.28889 0.10694 -0.5 0.3 0.3
C -0.82396 1.03270 -1.77425 -0.7 0.5 -1.4
C 1.46633 2.59684 -0.61710 -0.1 0.9 -0.3
C -2.14702 1.76094 -1.83076 0.0 0.5 0.4
C 0.28898 1.86724 0.16518 0.5 1.0 1.7
H -0.08841 -0.15697 2.34320 0.1 0.5 -0.3
H -2.68849 -1.51764 2.73078 -0.4 -0.1 -0.2
H -2.53414 1.64561 -2.83054 0.0 -0.3 -0.3
H 1.29230 -0.25658 -1.57360 -0.2 0.5 -0.3
H 3.41950 -0.31100 -0.94748 0.3 -0.2 -0.2
H 1.87530 -1.89222 0.41485 -0.5 -0.4 -0.2
H 3.29538 0.72589 0.46403 0.3 0.2 0.0
H -2.91874 1.46627 -1.13674 0.0 -0.3 0.1
H -2.69952 0.28535 2.76993 -0.4 0.1 -0.1
H 1.55212 -0.54121 1.41417 -0.3 0.0 0.1
H -0.09989 1.66827 -2.26906 0.5 0.3 0.6
H -1.66136 -0.63600 3.80297 0.0 0.0 0.3
H -0.68053 -1.62556 1.62672 0.4 -0.2 -0.3
H 0.23803 -1.42394 -0.90190 -0.5 0.2 0.1
H -1.97262 2.82093 -1.70352 0.0 0.2 0.1
H -2.09502 0.86758 0.76827 0.2 0.8 -0.2